No. 1
ORCA calculation (ωB97M-V/def2-TZVPD) on a molecular structure, C23H18BrN2O4Pd.

Calculated values
* ΔE to the lowest compared entry with this formula, charge and spin: 8.9 kcal per mole
* LUMO energy: 0.0949 Ha
* net charge: -1

XYZ file:
```
49
Properties=species:S:1:pos:R:3:nbo_charge:R:1
Pd -0.050 1.259 -0.131 1.085
O 1.926 1.218 0.031 -0.684
C 2.539 0.607 0.995 0.408
C 3.961 0.590 0.903 -0.245
C 4.758 -0.066 1.804 -0.196
C 4.193 -0.761 2.881 -0.316
C 2.827 -0.750 3.010 -0.138
C 1.971 -0.070 2.124 -0.251
C 0.561 -0.136 2.457 0.200
N -0.344 0.611 1.975 -0.500
C -1.751 0.413 2.232 -0.230
C -2.451 0.197 0.883 -0.242
N -1.995 1.216 -0.059 -0.414
C -2.787 2.128 -0.485 0.165
C -2.445 3.261 -1.290 -0.276
C -3.513 4.050 -1.766 -0.132
C -3.318 5.173 -2.524 -0.320
C -1.996 5.553 -2.822 -0.193
C -0.933 4.823 -2.371 -0.249
C -1.095 3.639 -1.585 0.417
O -0.044 3.033 -1.191 -0.685
H 4.388 1.110 0.054 0.207
H 5.834 -0.055 1.670 0.197
H 4.813 -1.297 3.588 0.199
H 2.368 -1.285 3.837 0.192
H 0.296 -0.892 3.211 0.147
H -1.951 -0.444 2.889 0.179
H -2.147 1.319 2.702 0.190
H -2.134 -0.771 0.503 0.247
H -3.540 0.225 0.990 0.180
H -3.844 2.026 -0.223 0.165
H -4.523 3.738 -1.518 0.192
H -4.157 5.755 -2.882 0.200
H -1.817 6.441 -3.419 0.198
H 0.085 5.114 -2.597 0.208
Br 0.804 -6.053 1.886 0.002
C 0.649 -5.185 0.193 -0.065
C 0.767 -5.946 -0.958 -0.263
C 0.652 -5.308 -2.186 -0.218
C 0.418 -3.943 -2.248 -0.203
C 0.301 -3.194 -1.084 -0.048
C 0.423 -3.823 0.150 -0.253
C 0.030 -1.682 -1.171 0.759
O -0.101 -1.191 -2.289 -0.695
O 0.016 -1.097 -0.039 -0.824
H 0.947 -7.011 -0.894 0.215
H 0.747 -5.890 -3.095 0.204
H 0.319 -3.422 -3.191 0.239
H 0.344 -3.226 1.048 0.246
```

=====

No. 2
ORCA calculation (ωB97M-V/def2-TZVPD) on 2 unconnected molecules or ions with the total composition C4H12.

Calculated values
* ΔE to the lowest compared entry with this formula, charge and spin: 6.6 kcal per mole
* LUMO energy: 0.0415 Ha

XYZ file:
```
16
Properties=species:S:1:pos:R:3:nbo_charge:R:1
C -0.075 1.555 -0.003 -0.615
C -0.108 2.938 -0.636 -0.611
H -0.189 1.550 1.077 0.205
H -0.955 0.963 -0.279 0.201
H 0.858 1.045 -0.236 0.208
H 0.361 2.969 -1.614 0.206
H 0.395 3.653 0.020 0.203
H -1.115 3.357 -0.708 0.203
C 0.189 -2.614 -0.397 -0.613
C -0.027 -1.895 0.943 -0.614
H 1.198 -2.388 -0.744 0.203
H 0.156 -3.692 -0.253 0.206
H -0.507 -2.279 -1.156 0.207
H -0.569 -0.971 0.801 0.207
H 0.896 -1.669 1.485 0.202
H -0.507 -2.521 1.698 0.203
```

=====

No. 3
ORCA calculation (ωB97M-V/def2-TZVPD) on 4 unconnected molecules or ions with the total composition C31H38F5N3O6S.

Calculated values
* ΔE to the lowest compared entry with this formula, charge and spin: 279.1 kcal per mole
* LUMO energy: -0.0072 Ha

XYZ file:
```
84
Properties=species:S:1:pos:R:3:lowdin_charge:R:1
C 1.677 3.808 1.116 0.031
C 3.008 3.307 1.021 -0.089
C 4.353 2.334 0.825 -0.220
C 4.841 1.614 2.215 -0.212
C 3.653 0.877 3.072 -0.158
C 4.018 -0.668 3.547 -0.185
O 3.230 -1.662 2.801 -0.211
C 1.847 -1.765 3.288 -0.141
C 0.716 -1.061 2.334 -0.281
O -0.513 -1.912 2.456 -0.203
C -1.615 -1.155 3.069 -0.178
C -2.517 -0.541 1.835 -0.121
C -4.055 -0.143 2.244 -0.164
O -4.617 0.614 1.096 -0.124
C -4.413 2.064 1.252 -0.273
O -3.241 2.699 1.334 -0.023
C -5.789 3.009 1.270 -0.146
C -6.508 2.864 -0.199 -0.119
S 1.130 -1.004 0.509 0.919
O 0.032 -0.084 -0.156 -0.347
O 2.489 -0.353 0.160 -0.332
C 0.879 -2.707 -0.319 -0.204
F -0.614 -2.839 -0.503 -0.006
F 1.349 -3.834 0.523 0.024
C 1.533 -2.644 -1.821 -0.156
F 0.909 -3.664 -2.729 0.022
F 3.000 -2.891 -1.688 0.032
F 1.377 -1.335 -2.514 0.054
H 0.509 4.012 1.258 0.052
H 5.212 3.087 0.479 0.108
H 4.206 1.596 -0.086 0.098
H 5.327 2.439 2.907 0.116
H 5.704 0.851 1.923 0.096
H 2.666 0.931 2.443 0.087
H 3.499 1.534 4.056 0.123
H 3.906 -0.743 4.725 0.127
H 5.163 -0.927 3.332 0.141
H 1.509 -2.875 3.553 0.159
H 1.808 -1.184 4.330 0.147
H 0.550 0.042 2.688 0.164
H -1.275 -0.317 3.825 0.142
H -2.227 -1.940 3.728 0.148
H -1.974 0.419 1.443 0.112
H -2.597 -1.378 0.989 0.144
H -4.695 -1.129 2.334 0.143
H -4.161 0.539 3.189 0.141
H -6.431 2.632 2.174 0.116
H -5.521 4.136 1.442 0.121
H -5.667 2.988 -1.022 0.101
H -7.362 3.661 -0.276 0.040
H -6.909 1.766 -0.288 0.085
N 1.997 -6.036 -5.998 0.055
C 2.624 -7.200 -6.279 -0.155
C 3.188 -8.023 -5.317 -0.083
C 3.108 -7.630 -3.985 -0.083
C 2.469 -6.436 -3.665 -0.075
C 1.933 -5.682 -4.696 -0.149
H 2.664 -7.461 -7.332 0.100
H 3.677 -8.948 -5.599 0.099
H 3.539 -8.248 -3.204 0.103
H 2.391 -6.101 -2.637 0.095
H 1.422 -4.744 -4.497 0.085
N -9.000 4.998 -0.904 0.040
C -9.294 5.939 -1.828 -0.137
C -10.365 6.812 -1.726 -0.074
C -11.189 6.715 -0.610 -0.078
C -10.913 5.755 0.359 -0.075
C -9.817 4.929 0.169 -0.146
H -8.623 5.973 -2.682 0.106
H -10.552 7.550 -2.497 0.102
H -12.039 7.381 -0.495 0.106
H -11.537 5.653 1.240 0.102
H -9.558 4.166 0.899 0.102
N 6.499 0.224 -0.523 0.062
C 6.518 -0.773 -1.435 -0.130
C 7.663 -1.192 -2.094 -0.072
C 8.861 -0.547 -1.807 -0.080
C 8.873 0.485 -0.875 -0.076
C 7.678 0.830 -0.264 -0.151
H 5.558 -1.243 -1.627 0.100
H 7.620 -2.001 -2.815 0.103
H 9.778 -0.847 -2.305 0.105
H 9.790 1.007 -0.629 0.101
H 7.636 1.627 0.473 0.097
```

=====

> LUMO energy of number 1 (C23H18BrN2O4Pd)?

0.0949 Ha

=====

> Which formula does entry 1 have?

C23H18BrN2O4Pd